Record 1
The following is a quantum chemistry calculation of a structure of composition C24H44N5O4SSiW, from the OMol25 dataset.

```
80
Properties=species:S:1:pos:R:3:forces:R:3
W -0.58430 0.14692 -0.53898 0.27 -0.26 0.27
C 1.50658 0.08367 -3.35043 0.00 0.08 0.04
C 2.19369 -0.71319 -2.27417 0.08 -0.18 -0.17
C 3.56394 -0.18683 -1.93106 -0.01 0.00 0.04
C 2.15047 -2.20097 -2.50854 -0.07 0.01 0.03
O 1.30524 -0.48589 -0.92575 -0.12 0.27 -0.21
Si 1.96272 -0.71661 0.67112 0.10 0.17 0.19
S -0.04429 -0.60111 1.54974 0.19 0.10 0.33
O 2.84180 0.52906 1.10332 -0.02 -0.10 -0.01
C 2.65863 1.94636 1.41528 0.00 0.05 -0.02
C 2.11360 2.06461 2.82725 0.00 0.01 -0.01
C 1.70085 2.54333 0.38740 -0.07 -0.14 -0.11
C 4.03301 2.57780 1.29235 -0.04 0.00 0.00
O 2.63206 -2.13357 0.71699 -0.10 -0.07 -0.15
C 3.20548 -3.01511 1.79358 0.01 0.02 -0.02
C 3.46121 -2.15862 3.01655 0.00 -0.03 0.02
C 4.48195 -3.57631 1.20567 -0.02 0.00 0.02
C 2.16192 -4.08353 2.04384 0.03 0.00 0.02
H 2.13658 0.03012 -4.23988 0.00 0.00 0.00
H 1.42038 1.14231 -3.08551 0.01 -0.05 0.02
H 0.53137 -0.32018 -3.61318 0.02 -0.01 0.01
H 4.19821 -0.35587 -2.80312 0.00 0.00 -0.01
H 4.02010 -0.72156 -1.09790 0.01 -0.02 -0.01
H 3.55666 0.88220 -1.72363 -0.01 0.00 -0.01
H 2.66279 -2.40228 -3.45078 0.02 -0.01 0.00
H 1.12388 -2.55525 -2.61211 -0.01 0.01 -0.02
H 2.65383 -2.75233 -1.71797 0.00 0.01 0.01
H 1.09784 1.67343 2.91089 -0.01 -0.02 -0.01
H 2.09767 3.11203 3.12810 0.00 0.01 0.01
H 2.75595 1.52605 3.52216 0.01 -0.01 0.01
H 0.76674 1.93802 0.36238 0.04 0.21 0.10
H 2.13559 2.56302 -0.61346 0.01 -0.01 0.01
H 1.39819 3.55179 0.66803 0.04 0.02 0.00
H 4.70400 2.16876 2.04580 0.01 -0.02 0.00
H 3.96621 3.65491 1.44453 0.00 0.01 0.01
H 4.45923 2.39199 0.30678 0.00 0.01 -0.01
H 4.16176 -1.35382 2.79575 0.01 0.02 0.00
H 3.89293 -2.77176 3.80701 0.00 -0.01 0.00
H 2.52967 -1.73908 3.40891 -0.02 0.02 0.00
H 5.20155 -2.78348 1.00366 0.01 0.01 -0.01
H 4.27821 -4.12286 0.28546 0.00 -0.01 -0.01
H 4.93290 -4.26939 1.91532 0.01 0.00 0.01
H 1.22961 -3.64552 2.40510 -0.01 0.01 0.00
H 2.52285 -4.77132 2.80792 0.01 -0.01 0.00
H 1.96857 -4.65730 1.13799 0.00 0.00 -0.02
N -2.87823 1.90025 -3.02071 0.07 0.20 0.03
C -2.23046 3.08052 -3.04743 -0.07 -0.10 -0.03
C -1.30212 3.11637 -2.00262 0.07 -0.03 0.08
N -1.37385 1.98247 -1.30073 -0.03 0.00 0.14
C -2.34137 1.10001 -1.96235 0.11 -0.29 -0.17
C -3.15139 -1.04828 -0.90794 0.09 0.16 -0.06
N -1.93144 -1.48675 -0.58784 -0.26 -0.07 -0.03
C -1.93059 -2.86075 -0.68283 0.01 -0.05 -0.02
C -3.18018 -3.24156 -1.05968 0.04 -0.06 0.03
N -3.92760 -2.08966 -1.19452 0.03 0.12 0.01
H -3.48289 1.55886 -3.75524 -0.06 0.02 0.04
H -2.43439 3.84273 -3.78350 -0.02 0.01 -0.03
H -0.60732 3.91282 -1.78592 0.02 -0.01 0.02
H -1.06355 -3.46087 -0.46701 0.00 0.00 0.00
H -3.60468 -4.21728 -1.22200 0.01 -0.02 0.00
H -4.91096 -2.05973 -1.42926 0.00 0.00 0.00
O -1.45505 0.08069 -2.34376 -0.08 0.08 -0.28
C -3.32726 0.45872 -0.85023 0.04 -0.04 0.04
C -4.74806 0.98436 -0.81110 0.03 -0.01 -0.10
C -5.48605 0.72018 0.50925 -0.03 -0.03 0.00
C -5.24138 1.78910 1.57548 -0.02 0.00 0.02
C -3.83890 1.83362 2.17391 0.02 0.01 0.01
C -2.71088 1.98295 1.16345 0.04 0.02 -0.05
N -2.49912 0.70236 0.40562 -0.31 -0.06 0.02
H -5.28397 0.53714 -1.65519 -0.01 -0.01 0.01
H -4.73583 2.05806 -1.01522 0.01 0.00 0.01
H -5.24200 -0.27649 0.89767 0.01 -0.01 0.01
H -6.55392 0.69449 0.29375 0.00 0.01 -0.01
H -5.94975 1.63447 2.38955 0.00 0.00 0.00
H -5.48542 2.76671 1.14994 0.01 0.01 -0.01
H -3.65010 0.94508 2.78871 -0.01 -0.02 -0.01
H -3.77412 2.67831 2.86178 0.01 0.00 -0.01
H -1.76401 2.19732 1.66344 -0.02 0.01 -0.01
H -2.90483 2.78432 0.45290 0.00 0.00 0.03
H -2.74617 -0.03315 1.06725 -0.03 0.02 -0.02
```
Positions in Å, forces in eV/Å.

Computed properties:
2S+1: 3
Charge: +3
LUMO energy (spin up / spin down) in eV: -11.2237 / -10.9908
E in eV: -61759.9110
Gap between HOMO and LUMO (spin up / spin down) in eV: 6.0128 / 7.3479

Löwdin charges, unit e, in atom order: 1.65 -0.02 -0.48 0.00 0.01 -0.39 -0.04 0.56 -0.11 -0.60 -0.01 -0.02 0.01 -0.13 -0.57 -0.02 0.00 -0.01 0.12 0.09 0.08 0.13 0.09 0.09 0.12 0.10 0.09 0.06 0.11 0.11 0.00 0.09 0.11 0.11 0.11 0.09 0.10 0.11 0.09 0.10 0.10 0.11 0.08 0.11 0.10 0.19 0.05 -0.02 -0.04 -0.52 -0.25 -0.09 -0.03 0.01 0.19 0.19 0.16 0.14 0.14 0.15 0.19 -0.19 -0.24 -0.10 -0.16 -0.17 -0.15 -0.14 -0.14 0.14 0.13 0.12 0.13 0.13 0.13 0.13 0.14 0.12 0.13 0.11

---

Record 2
The following is a quantum chemistry calculation of a cluster of 21 separate species, C29H99O21 in total, from the OMol25 dataset.

```
149
Properties=species:S:1:pos:R:3:forces:R:3
C 5.78029 -7.52876 21.60263 -1.36 0.46 0.79
O 5.21382 -7.13018 22.82643 0.10 -0.38 0.76
H 6.67165 -8.14791 21.70378 0.49 0.15 -0.06
H 5.05349 -8.12602 21.05203 -0.17 -0.46 -0.42
H 5.92341 -6.63777 20.99129 0.78 0.08 -0.47
C 7.99551 -6.50195 25.30345 0.09 -0.03 -0.28
O 7.23189 -5.63317 24.48198 0.47 -0.04 0.37
H 7.46146 -6.71171 26.23022 0.15 -0.21 0.16
H 8.22010 -7.41827 24.75756 -0.01 -0.22 0.24
H 8.96049 -6.04272 25.51798 -0.10 0.19 0.13
H 6.54367 -6.17495 24.08901 -0.71 -0.07 -0.76
C 10.42753 -6.75115 22.33834 -0.02 0.56 0.35
O 10.64814 -8.10723 22.20449 0.36 -1.32 -1.00
H 9.41594 -6.57584 22.70447 -0.04 0.47 0.17
H 11.18966 -6.36686 23.01627 -0.20 0.66 0.19
H 10.53417 -6.25055 21.37599 0.04 -0.06 -0.09
H 10.26737 -8.56923 22.95493 -0.17 -0.29 0.24
O 7.34957 -9.47785 27.19437 0.26 0.03 0.52
H 7.39379 -10.41668 27.37568 -0.02 -0.20 0.13
H 6.97391 -9.42052 26.31583 -0.22 0.19 -0.71
O 5.35257 -3.09409 24.14666 0.29 0.74 0.23
H 5.04565 -3.38866 23.28917 -0.19 -0.21 -0.38
H 5.13701 -3.81434 24.73913 -0.11 -0.36 0.17
O 8.14390 -3.05533 24.91659 0.98 0.61 0.41
H 7.97139 -3.99622 24.88210 -0.41 -0.22 -0.28
H 7.33478 -2.65134 24.60299 -0.52 -0.13 -0.17
O 1.91591 -2.90595 22.79816 -0.26 0.70 -0.72
H 2.64234 -3.35722 22.36819 0.23 -0.15 0.20
H 1.84736 -3.32472 23.65615 -0.18 -0.11 0.57
O 9.22493 -9.71345 23.94751 0.85 -0.18 -0.23
H 8.27919 -9.56927 23.91568 -0.88 0.20 0.14
H 9.34992 -10.32703 24.67149 0.12 -0.02 0.24
C 8.55960 -9.04020 19.30539 -0.71 -1.14 -1.48
C 8.78208 -7.86934 18.41587 0.39 2.23 0.29
O 8.58269 -8.04869 16.99684 -0.08 -1.12 0.56
H 7.59794 -9.39993 18.93947 -0.18 -0.65 0.32
H 8.44523 -8.82841 20.36848 0.42 0.33 -0.21
H 9.32269 -9.79158 19.10232 -0.08 -0.22 0.36
H 9.78680 -7.48434 18.59029 0.17 0.21 -0.13
H 8.07672 -7.11181 18.75755 -0.01 0.37 -0.02
H 8.42487 -7.19799 16.58091 0.06 0.10 0.28
C 6.31035 -11.65539 23.92491 -0.13 0.07 1.20
C 5.60058 -10.31313 24.03364 -0.63 -0.15 -1.39
O 6.52212 -9.32294 24.39624 1.28 0.08 0.72
H 7.32182 -11.50089 23.54920 -0.17 -0.05 -0.41
H 5.76977 -12.39630 23.33591 0.00 0.19 -0.04
H 6.44216 -12.06966 24.92447 -0.01 -0.21 0.14
H 4.73161 -10.20686 24.68302 -0.03 -0.78 0.20
H 5.24345 -10.05917 23.03561 -0.21 0.01 -0.21
H 6.22958 -8.49245 24.01374 -0.59 0.97 -0.42
C 6.23502 -11.42528 20.41512 -0.69 -0.25 0.87
C 4.74184 -11.08512 20.10332 1.92 -0.89 -0.69
O 4.17013 -12.13506 19.30345 -0.52 0.48 1.66
H 6.81232 -10.67917 20.96116 -0.27 0.70 -0.42
H 6.78515 -11.71710 19.52053 -0.04 -0.03 0.03
H 6.25844 -12.21266 21.16851 -0.07 -0.62 -0.48
H 4.76592 -10.15170 19.54097 -0.51 0.35 0.09
H 4.21949 -10.99651 21.05589 -0.38 0.06 -0.32
H 4.64041 -12.19279 18.46852 0.18 0.15 -0.41
C 4.41843 -10.28393 15.00117 -0.24 -0.29 0.50
C 3.90878 -11.02528 16.28280 1.54 1.51 -1.10
O 4.95866 -11.84823 16.77862 -0.04 -1.25 -0.15
H 5.32628 -9.69880 15.14784 0.12 -0.12 0.46
H 3.71037 -9.56258 14.59325 -0.29 -0.21 0.03
H 4.66744 -11.03784 14.25437 -0.17 0.01 -0.12
H 3.05565 -11.63132 15.97790 0.12 -0.17 0.53
H 3.69222 -10.33050 17.09426 -0.64 0.13 -0.21
H 5.82210 -11.43016 16.74291 -0.10 0.43 -0.27
C 0.85867 -9.68310 22.38471 0.30 -0.08 1.70
C 2.01642 -8.70687 22.28897 0.29 -0.48 -1.92
O 2.82228 -8.69775 23.45481 -1.59 -0.42 0.19
H 0.26506 -9.89434 21.49526 0.24 0.51 -0.06
H 0.24925 -9.30062 23.20349 -0.66 -0.09 -0.18
H 1.22941 -10.63154 22.77346 0.10 -0.20 -0.20
H 1.64040 -7.73688 21.96367 0.07 0.32 0.55
H 2.60590 -9.03721 21.43370 0.50 -0.07 -0.13
H 3.66644 -8.27753 23.27483 0.97 0.80 -0.37
C 2.92149 -5.43082 20.11607 -1.27 -0.20 0.57
C 3.80427 -4.29612 20.56523 -0.03 -0.35 -0.72
O 4.13504 -4.48609 21.93122 -0.06 0.72 -0.56
H 3.35921 -6.40822 20.31897 0.37 -0.08 -0.55
H 2.47893 -5.32069 19.12606 0.57 -0.15 -0.32
H 2.03650 -5.44752 20.75218 -0.15 0.21 0.23
H 3.27933 -3.35259 20.41595 0.10 0.13 0.31
H 4.69681 -4.28106 19.93973 0.34 0.20 0.04
H 4.42098 -5.40126 21.97938 0.46 -0.85 0.84
C 5.42877 -5.64033 16.75389 1.13 0.16 0.99
C 4.69466 -6.92849 16.45608 -0.11 2.04 0.98
O 3.71864 -6.54258 15.52951 -0.70 -1.40 -2.06
H 6.18096 -5.81846 17.52238 0.25 0.10 0.16
H 4.81469 -4.81893 17.12308 -0.40 -0.23 0.09
H 5.94082 -5.23860 15.87952 -0.03 -0.28 -0.20
H 4.21704 -7.33724 17.34654 0.13 -0.16 0.26
H 5.44271 -7.63952 16.10544 -0.59 -0.19 -0.67
H 3.03663 -5.95587 15.86456 0.32 -0.09 0.58
C 0.60211 -5.64784 23.28944 -0.36 0.69 -1.97
C 0.56135 -5.39420 24.74603 -0.22 -0.19 0.03
O 1.42018 -4.33238 25.16890 -1.02 -0.47 0.07
H 0.16578 -4.82889 22.71757 0.19 0.29 0.01
H -0.00926 -6.49953 22.99120 0.14 -0.39 0.31
H 1.62091 -5.76999 22.92170 0.04 -0.18 0.10
H 0.81372 -6.38503 25.12374 0.21 0.18 1.17
H -0.46876 -5.14242 24.99822 0.13 0.06 0.49
H 2.31135 -4.67648 25.07407 0.83 -0.23 0.09
C 9.45332 -12.17646 21.38171 0.48 0.60 0.61
C 10.97827 -12.19346 21.29947 -1.52 0.87 -0.57
O 11.40082 -13.50309 21.37265 1.25 -1.50 0.34
H 9.21502 -12.54373 22.37992 -0.38 0.11 0.02
H 8.96108 -12.82841 20.66006 0.17 0.02 -0.25
H 9.10622 -11.15100 21.25512 -0.25 -0.10 0.12
H 11.39920 -11.61873 22.12446 0.07 -0.14 0.04
H 11.28843 -11.70960 20.37330 0.25 0.07 -0.21
H 10.80590 -14.06708 20.87306 -0.03 0.10 -0.06
C 1.12873 -9.14783 18.62015 0.43 0.42 0.49
C 1.09277 -9.03147 17.13455 0.77 -0.81 -0.21
O 0.03276 -8.24997 16.69655 -1.02 0.65 -0.37
H 1.78482 -9.98107 18.87184 -0.20 -0.20 0.25
H 0.12391 -9.25875 19.02775 0.10 -0.23 0.04
H 1.59286 -8.26586 19.06154 -0.18 0.18 0.14
H 0.99928 -10.03998 16.73172 0.02 -0.22 -0.22
H 2.03015 -8.61572 16.76499 0.30 -0.01 -0.08
H -0.14485 -8.51938 15.79240 -0.16 0.26 -0.06
C 7.78020 -3.77505 21.50761 -0.20 -0.81 -1.21
C 8.29749 -4.01771 20.06491 -1.16 0.08 1.30
O 9.10331 -2.95179 19.71127 1.52 1.11 -0.46
H 8.60211 -3.46671 22.15373 -0.18 -0.07 0.04
H 7.36777 -4.73273 21.82515 0.08 -0.02 0.47
H 6.94540 -3.07578 21.55507 0.26 0.27 -0.08
H 7.49628 -4.01757 19.32589 -0.55 -0.65 0.12
H 8.83613 -4.96521 20.05006 0.09 -0.17 -0.11
H 9.64916 -3.23256 18.97314 0.09 0.22 -0.08
C 4.39127 -5.67069 27.28811 -0.48 -0.87 -1.05
C 4.06415 -6.46060 26.00435 0.29 -1.13 2.32
O 3.89076 -5.58308 24.98266 -0.07 1.74 -1.70
H 3.62433 -4.89892 27.35350 0.30 0.27 0.31
H 5.40265 -5.28964 27.14667 -0.13 0.36 0.36
H 4.33071 -6.33876 28.14724 0.13 0.14 0.09
H 3.14895 -7.04470 26.10098 -0.09 -0.36 0.38
H 4.89130 -7.14073 25.80098 0.06 -0.26 -0.10
H 4.16790 -6.02090 24.17451 0.20 -0.14 -0.85
C 0.10693 -10.93688 26.91439 0.46 -0.32 -0.93
C 0.88970 -9.91618 26.08073 -0.38 0.82 0.83
O 1.97462 -10.49729 25.40622 -0.31 -0.96 0.24
H -0.36804 -11.66586 26.25782 0.24 -0.26 -0.09
H -0.71481 -10.57730 27.53372 0.38 0.57 0.09
H 0.87853 -11.42119 27.51288 -0.33 -0.29 0.24
H 1.29102 -9.17622 26.77318 0.00 0.29 0.27
H 0.27542 -9.34247 25.38675 -0.37 -0.16 -0.11
H 2.19604 -9.90262 24.68584 0.50 0.33 -0.34
```
Positions in Å, forces in eV/Å.

Computed properties:
Charge: -1
LUMO energy in eV: 1.8471
E in eV: -74674.6399
Gap between HOMO and LUMO in eV: 8.5228

Löwdin population analysis, charges in e, atoms 1 to 99: -0.25 -0.39 0.05 0.05 0.06 -0.12 -0.15 0.08 0.06 0.09 0.03 -0.17 -0.13 0.07 0.08 0.07 0.02 -0.05 0.03 -0.02 -0.04 0.00 0.01 -0.08 -0.03 -0.01 -0.05 -0.02 -0.01 -0.04 0.00 0.06 -0.09 -0.32 -0.08 0.06 0.07 0.08 0.11 0.09 0.07 -0.05 -0.28 -0.13 0.05 0.08 0.07 0.12 0.09 0.05 -0.09 -0.28 -0.10 0.04 0.07 0.06 0.09 0.10 0.01 -0.07 -0.26 -0.10 0.06 0.07 0.07 0.12 0.09 0.10 -0.06 -0.31 -0.08 0.07 0.06 0.08 0.08 0.09 0.03 -0.07 -0.29 -0.11 0.06 0.08 0.06 0.12 0.10 0.04 -0.09 -0.32 -0.08 0.05 0.07 0.08 0.10 0.10 0.09 -0.12 -0.29 -0.08 0.08